C6H12N2 | ωB97M-V/def2-TZVPD

Computed properties:
- SMILES = [H]/N=C(CC)\C(N)=C/C
- energy above the lowest of the compared OMol25 structures with the same formula, charge and spin (eV) = 1.3715
- orbital gap (eV) = 8.891

Geometry (Å):
1 C 0.8137 2.0197 -1.0115
2 H 1.9014 1.9423 -0.9237
3 H 0.4013 2.3441 -0.0537
4 H 0.1323 -1.9967 2.2411
5 N -1.5478 -0.8927 -1.6124
6 H 1.4526 0.3848 0.8480
7 C -0.8335 -0.0608 0.5647
8 H 0.4464 0.5289 -2.5399
9 H -1.3221 -1.0186 -2.5926
10 H 0.4224 0.5113 2.2540
11 C -0.7378 -0.0230 -0.9097
12 H 0.5995 2.8023 -1.7479
13 H 1.1069 -2.0991 0.7765
14 H 1.8399 -1.5545 2.3087
15 C 0.9406 -1.5128 1.6858
16 C 0.5984 -0.0729 1.3459
17 H -2.7309 0.0339 0.7238
18 C 0.2408 0.7211 -1.4865
19 H -1.8161 -1.7222 -1.0884
20 N -1.9078 -0.3350 1.2178

***

C6H12N2 | ωB97M-V/def2-TZVPD

Computed properties:
- SMILES = C1CN2CCN1CC2
- energy above the lowest of the compared OMol25 structures with the same formula, charge and spin (eV) = 2.0703
- orbital gap (eV) = 8.812

Geometry (Å):
1 C -1.5061 -0.3587 0.1661
2 N 0.6838 0.2292 1.0024
3 H -2.3665 0.4523 0.1654
4 H -0.1582 -2.1977 -0.8503
5 C 0.8139 1.3474 0.0597
6 H -1.0940 0.7036 2.1212
7 H -1.1606 1.8539 -0.9583
8 H 1.0127 -1.2124 -1.8723
9 H 0.1866 1.3356 -2.0357
10 H 0.6295 2.3014 0.5891
11 C -0.2314 1.1648 -1.0139
12 H 1.3082 -1.8861 0.8796
13 N -0.7132 -0.2497 -1.0090
14 H 2.3080 -0.5896 0.1160
15 C 0.3920 -1.2361 -0.9578
16 H -0.7552 -0.8718 2.0886
17 H 1.9772 1.4478 -0.3659
18 H -1.9663 -1.3119 0.2048
19 C -0.6336 -0.0265 1.3887
20 C 1.2732 -0.8955 0.2816

***

C6H12N2 | ωB97M-V/def2-TZVPD

Computed properties:
- SMILES = C=CN=C.C=NCC
- energy above the lowest of the compared OMol25 structures with the same formula, charge and spin (eV) = 2.5287
- orbital gap (eV) = 10.025

Geometry (Å):
1 N 1.6947 -2.6521 -0.8262
2 C 1.4884 -0.2338 -1.1843
3 H -2.9056 3.1622 1.7247
4 H 0.9014 0.6414 -0.9112
5 N -1.3391 1.8145 1.5981
6 H -2.8070 3.8591 -0.6530
7 H 2.4384 -4.4420 -0.2428
8 C -2.2184 2.7208 1.0109
9 C 0.9954 -1.4341 -0.3972
10 H -0.0751 -1.6077 -0.5006
11 H -1.9120 0.2878 0.3756
12 C 1.9452 -3.5160 0.0468
13 C -2.1197 3.1321 -0.2452
14 C -1.1993 0.6570 1.1263
15 H -0.4111 -0.0203 1.4280
16 H 2.5471 -0.0606 -1.0103
17 H 1.7159 -3.4006 1.1145
18 H 1.2242 -1.2916 0.6683
19 H 1.3436 -0.4021 -2.2509
20 H -1.3071 2.7863 -0.8712

***

- Which formula does entry 2 have?
  C6H12N2

***

- energy above the lowest of the compared OMol25 structures with the same formula, charge and spin of number 2 (C6H12N2)?
  2.0703 eV

***

- Among the records above, which one has the lowest orbital gap?
  number 2

***

- What is the energy above the lowest of the compared OMol25 structures with the same formula, charge and spin in the second record?
  2.0703 eV